(1)
C42H117N9O15 | the ωB97M-V functional and the def2-TZVPD basis

As for the SMILES: COC[C@H](C)N.COC[C@H](C)N.COC[C@H](C)N.COC[C@H](C)N.COC[C@H](C)N.COC[C@H](C)N.COC[C@H](C)N.COC[C@H](C)N.COC[C@H](C)N.OCCO.OCCO.OCCO.

```
! RIJCOSX wB97M-V def2-TZVPD def2/J DEFGRID3
* xyz 0 1
C -6.7365 1.8941 6.4501
C -6.6191 1.7063 4.9193
C -5.2127 1.3907 4.4463
O -4.3605 2.5232 4.4818
C -3.2360 2.4297 3.6384
N -7.6017 0.6850 4.5344
H -6.1856 2.7726 6.7862
H -6.3375 1.0642 7.0333
H -7.7643 2.0458 6.7796
H -6.9694 2.6100 4.4206
H -5.1002 0.9871 3.4400
H -4.7715 0.6674 5.1320
H -3.4951 2.5262 2.5840
H -2.5968 1.5611 3.7971
H -2.6086 3.2475 3.9930
H -8.4022 1.0752 5.0109
H -7.4633 -0.1008 5.1537
C -5.6132 2.1748 -2.1047
C -6.5646 2.8741 -1.1673
C -6.4755 4.3697 -1.0791
O -6.5436 4.9505 -2.4173
C -6.5299 6.3756 -2.5472
N -7.8876 2.5243 -1.5826
H -4.6044 2.4415 -1.7896
H -5.6452 2.4337 -3.1630
H -5.7222 1.0905 -2.1303
H -6.4415 2.4714 -0.1619
H -5.5389 4.7272 -0.6512
H -7.3188 4.7551 -0.5060
H -6.4696 6.5793 -3.6163
H -5.7568 7.0189 -2.1269
H -7.4663 6.8032 -2.1889
H -8.6141 2.9862 -1.0544
H -8.0141 3.0937 -2.4071
C 1.8530 -7.2780 -2.6986
C 1.3257 -6.0340 -3.3358
C 2.3873 -5.0734 -3.6913
O 3.1984 -4.4972 -2.6310
C 4.3367 -3.8298 -3.1483
N 0.5822 -6.3729 -4.5141
H 0.9602 -7.8247 -2.3950
H 2.5304 -7.1207 -1.8593
H 2.3938 -7.9486 -3.3665
H 0.5907 -5.5831 -2.6690
H 1.9160 -4.1738 -4.0870
H 3.0003 -5.3993 -4.5317
H 4.8719 -4.3107 -3.9670
H 5.0492 -3.8333 -2.3234
H 4.1760 -2.8626 -3.6246
H 1.2331 -6.7961 -5.1601
H 0.0162 -7.1376 -4.1752
C 10.3482 4.5630 -6.6676
C 8.9376 5.0608 -6.6928
C 8.0092 4.7156 -5.4331
O 6.6671 5.2235 -5.5747
C 5.7546 4.7457 -4.5837
N 9.0373 6.5241 -6.8488
H 10.8813 4.8846 -7.5624
H 10.4402 3.4769 -6.6603
H 10.9617 5.0298 -5.8971
H 8.4280 4.8677 -7.6368
H 8.4750 5.1613 -4.5542
H 8.0303 3.6286 -5.3549
H 4.8411 5.2568 -4.8879
H 6.0547 5.0349 -3.5766
H 5.4357 3.7042 -4.6262
H 9.4895 6.9664 -6.0615
H 8.1382 6.9836 -6.8266
C 7.2518 3.8742 4.4148
C 6.7359 4.3041 2.9864
C 6.9667 3.2982 1.8547
O 8.3521 3.0616 1.6838
C 8.6713 2.2094 0.5586
N 5.3441 4.7024 3.0203
H 6.8920 4.5674 5.1752
H 8.3380 3.7950 4.3719
H 6.8200 2.9127 4.6926
H 7.1228 5.2792 2.6903
H 6.5548 3.5683 0.8823
H 6.5007 2.3551 2.1400
H 9.6717 1.7785 0.5990
H 8.6344 2.9283 -0.2599
H 7.9287 1.4283 0.3956
H 4.8351 3.8304 3.0443
H 5.1315 5.1224 3.9139
C 2.0507 0.1282 -0.9620
C 0.5926 -0.2556 -0.4901
C -0.1386 -1.3193 -1.3213
O -1.4590 -1.4467 -0.8220
C -2.2678 -2.3848 -1.5162
N 0.6228 -0.5804 0.9231
H 2.5672 0.8482 -0.3272
H 1.9804 0.5699 -1.9560
H 2.6320 -0.7763 -1.1412
H 0.0214 0.6718 -0.4462
H 0.3681 -2.2453 -1.0496
H -0.1015 -1.0010 -2.3632
H -2.4739 -1.8658 -2.4522
H -3.2664 -2.5073 -1.0966
H -1.7256 -3.3077 -1.7219
H -0.3140 -0.8874 1.1426
H 1.1178 -1.4608 0.9322
C -3.7863 -4.7689 3.1949
C -2.4776 -4.1016 3.6319
C -1.2620 -5.0702 3.6514
O -1.4205 -6.0579 4.6468
C -0.4619 -7.1553 4.6926
N -2.3191 -2.8365 2.9724
H -4.0796 -5.4877 3.9601
H -3.7830 -5.3427 2.2681
H -4.5796 -4.0214 3.2005
H -2.6208 -3.7741 4.6616
H -0.3378 -4.5319 3.8617
H -1.1295 -5.5546 2.6839
H 0.5880 -6.8736 4.7736
H -0.5307 -7.6539 3.7257
H -0.7835 -7.7832 5.5235
H -3.1681 -2.3064 3.1080
H -2.2975 -2.8291 1.9627
C -8.3322 -3.0389 0.4150
C -9.7273 -3.0540 1.0172
C -9.6779 -4.0058 2.2319
O -9.5711 -5.3480 1.7941
C -9.0762 -6.2740 2.7502
N -10.0903 -1.6432 1.2862
H -7.5462 -2.5927 1.0242
H -8.3123 -2.4584 -0.5073
H -7.9423 -4.0372 0.2162
H -10.4675 -3.4000 0.2957
H -10.5412 -3.9580 2.8957
H -8.7396 -3.8650 2.7684
H -9.4894 -6.0466 3.7329
H -7.9964 -6.4180 2.7156
H -9.5655 -7.1842 2.4035
H -9.7316 -1.0930 0.5189
H -9.4884 -1.2079 1.9707
C 4.6185 -5.5413 1.8536
C 4.0753 -4.2237 2.2645
C 5.1392 -3.1023 2.4054
O 6.1906 -3.4944 3.2780
C 6.7384 -2.2882 3.8545
N 3.0338 -3.9931 1.3656
H 5.3021 -5.9456 2.6002
H 5.1200 -5.5021 0.8866
H 3.8462 -6.3046 1.7580
H 3.7003 -4.3758 3.2767
H 4.6327 -2.2690 2.8925
H 5.5020 -2.6493 1.4828
H 6.1453 -1.9570 4.7069
H 6.8273 -1.4177 3.2045
H 7.7197 -2.5477 4.2518
H 3.3506 -4.0252 0.4071
H 2.2561 -4.6310 1.4572
C -1.7985 5.7000 -3.0132
C -1.1743 4.3915 -2.5747
O 0.2612 4.3461 -2.7798
O -1.3810 6.8066 -2.1848
H -2.8748 5.5278 -3.0196
H -1.4898 5.9438 -4.0298
H -1.5800 3.5625 -3.1546
H -1.3761 4.2186 -1.5176
H 0.5554 5.2589 -2.7361
H -0.5246 7.1612 -2.4346
C -0.2497 2.7807 -8.9715
C -0.1937 3.3162 -7.5471
O 0.8385 2.6371 -6.8174
O 0.7739 3.3203 -9.7578
H -1.2083 2.8611 -9.4840
H -0.0639 1.7067 -8.9610
H -1.1123 2.9089 -7.1248
H -0.1489 4.4038 -7.6030
H 0.6930 2.8961 -5.9045
H 1.5712 3.0193 -9.3159
C 2.3469 1.3761 5.5537
C 2.3226 -0.0601 6.1284
O 1.0494 -0.6109 5.9629
O 2.5781 1.4429 4.1640
H 3.1078 2.0210 5.9934
H 1.4478 1.8660 5.9276
H 2.5813 -0.0558 7.1872
H 3.0638 -0.6140 5.5523
H 0.9905 -0.7660 5.0174
H 1.9004 0.9744 3.6713
*
```

Löwdin population analysis, charges in e, atoms 1 to 99: -0.064 -0.422 -0.206 -0.193 -0.116 0.024 0.076 0.078 0.071 0.137 0.117 0.124 0.085 0.084 0.090 0.057 0.063 -0.064 -0.465 -0.173 -0.208 -0.110 0.030 0.071 0.078 0.077 0.140 0.122 0.121 0.084 0.080 0.080 0.071 0.067 -0.064 -0.498 -0.200 -0.187 -0.127 0.044 0.079 0.078 0.085 0.141 0.127 0.126 0.078 0.086 0.085 0.074 0.070 -0.085 -0.411 -0.171 -0.201 -0.111 0.008 0.078 0.076 0.078 0.134 0.118 0.113 0.083 0.085 0.082 0.062 0.062 -0.040 -0.425 -0.212 -0.206 -0.082 0.019 0.065 0.069 0.069 0.129 0.123 0.119 0.084 0.082 0.080 0.060 0.064 -0.039 -0.428 -0.196 -0.216 -0.095 0.037 0.073 0.063 0.062 0.128 0.125 0.130 0.083 0.086

---

(2)
C42H118N10O12 | the ωB97M-V functional and the def2-TZVPD basis

As for the SMILES: COC[C@H](C)N.COC[C@H](C)N.COC[C@H](C)N.COC[C@H](C)N.COC[C@H](C)N.COC[C@H](C)N.COC[C@H](C)N.COC[C@H](C)N.COC[C@H](C)N.COC[C@H](C)N.CO.CO.

```
! RIJCOSX wB97M-V def2-TZVPD def2/J DEFGRID3
* xyz 0 1
C -1.6461 -1.9454 -0.6248
C -0.7086 -0.8153 -1.0073
C 0.1941 -0.3443 0.1622
O 0.7507 0.9133 -0.1713
C 2.0992 1.1573 0.1950
N 0.1366 -1.2773 -2.1341
H -2.2345 -1.7530 0.2821
H -1.1825 -2.9160 -0.4542
H -2.4571 -1.9376 -1.3574
H -1.2886 -0.0014 -1.4485
H 0.9414 -1.1079 0.3945
H -0.4367 -0.1864 1.0452
H 2.2324 2.1875 -0.1276
H 2.8107 0.5237 -0.3476
H 2.3424 0.9697 1.2442
H 0.5046 -0.4237 -2.5425
H 0.8933 -1.7875 -1.6823
C -3.3171 1.2517 -6.0201
C -3.3493 -0.2807 -5.7882
C -2.1167 -0.8850 -5.1299
O -1.1106 -1.0943 -6.1123
C 0.1630 -0.5513 -5.8106
N -4.5845 -0.6928 -5.0907
H -2.3073 1.3645 -6.4381
H -3.3647 1.9566 -5.1933
H -3.9340 1.5456 -6.8685
H -3.5064 -0.7117 -6.7807
H -2.3530 -1.9053 -4.8136
H -1.7858 -0.2917 -4.2741
H 0.8990 -0.9963 -6.4770
H 0.4586 -0.7633 -4.7775
H 0.0352 0.5262 -5.9726
H -4.8633 -1.6184 -5.3925
H -5.3711 -0.0744 -5.2178
C -5.1352 -3.1049 2.3727
C -4.9916 -3.9353 1.0883
C -4.4597 -5.3555 1.2907
O -3.1556 -5.2238 1.8176
C -2.4806 -6.4555 1.8813
N -6.3337 -4.0268 0.5171
H -4.3128 -3.2560 3.0761
H -6.0340 -3.2955 2.9613
H -5.1286 -2.0291 2.1803
H -4.3094 -3.3712 0.4426
H -4.4980 -5.8697 0.3214
H -5.0838 -5.9398 1.9754
H -2.9303 -7.1747 2.5808
H -1.5601 -6.2395 2.4293
H -2.3177 -6.9599 0.9272
H -6.8019 -3.1423 0.3691
H -6.3223 -4.4869 -0.3972
C -4.2848 -4.4318 -2.7942
C -5.7492 -4.4444 -3.2361
C -5.8594 -4.9789 -4.6409
O -5.0590 -4.1842 -5.4894
C -5.1600 -4.4013 -6.8552
N -6.5170 -5.2381 -2.2344
H -3.7183 -3.6201 -3.2417
H -3.8047 -5.4140 -2.8520
H -4.2442 -4.3299 -1.7052
H -6.1531 -3.4332 -3.3360
H -6.8548 -5.1170 -5.0837
H -5.4892 -6.0191 -4.6455
H -4.2319 -4.3786 -7.4322
H -5.8059 -3.6239 -7.2880
H -5.6128 -5.3540 -7.1591
H -7.4604 -5.1170 -2.6137
H -6.3411 -6.2159 -2.4738
C 4.5866 4.0798 0.1953
C 5.2775 5.3121 0.8101
C 5.7199 6.3108 -0.3116
O 6.4146 7.4493 0.1802
C 5.6787 8.6136 0.4811
N 4.3379 5.9774 1.7094
H 3.9408 4.4620 -0.5990
H 4.0223 3.6271 1.0064
H 5.3644 3.4356 -0.2134
H 6.1597 4.9372 1.3302
H 4.9162 6.4488 -1.0399
H 6.5522 5.8196 -0.8225
H 4.9942 8.8737 -0.3352
H 6.3187 9.4600 0.7114
H 4.9827 8.4853 1.3185
H 4.8333 6.5376 2.3940
H 3.7930 6.6455 1.1744
C -0.5918 6.4378 -4.2303
C -0.2689 6.4421 -2.7247
C 1.1645 5.9806 -2.4446
O 1.4470 4.7447 -3.0297
C 0.5988 3.6437 -2.7652
N -0.5396 7.8189 -2.2586
H -1.6248 6.7489 -4.4004
H -0.6150 5.4592 -4.7171
H 0.1475 7.0353 -4.7625
H -1.0313 5.8421 -2.2176
H 1.3038 5.8810 -1.3565
H 1.8801 6.7436 -2.7518
H 0.2816 3.5274 -1.7257
H 1.1366 2.7566 -3.0916
H -0.2940 3.7449 -3.3886
H -0.7998 7.7468 -1.2768
H -1.3926 8.2143 -2.6382
C 4.0502 3.0075 5.5511
C 5.2805 2.1308 5.3625
C 5.6136 2.1463 3.8521
O 4.6337 1.4923 3.0590
C 4.8924 0.1466 2.7780
N 6.4181 2.8179 6.0381
H 3.8043 3.2561 6.5872
H 3.1734 2.4998 5.1377
H 4.2136 3.9665 5.0546
H 5.1876 1.1362 5.7994
H 6.5653 1.6812 3.5853
H 5.6344 3.1920 3.5380
H 3.9618 -0.3618 2.5268
H 5.3209 -0.3423 3.6597
H 5.5613 -0.1657 1.9671
H 6.0629 3.2246 6.8956
H 6.5667 3.6053 5.4075
C 0.8131 -5.2207 -0.0903
C 2.1799 -5.5013 -0.6605
C 2.2126 -7.0063 -1.0497
O 3.5450 -7.4417 -1.2942
C 3.5594 -8.8638 -1.3370
N 2.4180 -4.6320 -1.8413
H 0.5787 -5.9071 0.7271
H 0.0080 -5.4163 -0.8079
H 0.6426 -4.2028 0.2621
H 2.9252 -5.2629 0.1035
H 1.6975 -7.0365 -2.0176
H 1.6696 -7.6171 -0.3254
H 4.5507 -9.1766 -1.6608
H 2.9176 -9.2374 -2.1440
H 3.2490 -9.3588 -0.4169
H 3.2858 -4.9879 -2.2372
H 1.6870 -4.8754 -2.5140
C -1.7949 6.8379 4.1746
C -0.8985 5.9836 5.0471
C 0.2960 5.4285 4.2781
O -0.0809 4.7323 3.1148
C 0.8936 3.9157 2.5081
N -0.4982 6.7869 6.1919
H -2.2456 6.2379 3.3820
H -1.2202 7.6052 3.6456
H -2.5844 7.3297 4.7407
H -1.5010 5.1338 5.3762
H 0.7440 4.7818 5.0442
H 1.0190 6.2026 3.9960
H 1.3127 3.1460 3.1607
H 1.7126 4.5693 2.1786
H 0.4770 3.4426 1.6192
H 0.0685 7.5961 5.9688
H 0.0523 6.2387 6.8456
C -2.1403 -0.2392 6.7224
C -2.3634 -0.8273 5.3278
C -1.0456 -0.9456 4.5281
O -0.7876 0.3215 3.9836
C 0.5737 0.4977 3.5911
N -2.9895 -2.1614 5.4098
H -3.0577 0.1487 7.1669
H -1.5172 0.6432 6.5567
H -1.6695 -0.9715 7.3757
H -2.9957 -0.1296 4.7683
H -1.1112 -1.7534 3.7900
H -0.2440 -1.1899 5.2377
H 1.0793 1.0031 4.4185
H 0.6307 1.1383 2.7157
H 0.9831 -0.4919 3.3804
H -3.1559 -2.4768 4.4612
H -3.8905 -2.0356 5.8581
C -0.7019 -4.1165 -3.8330
O 0.2589 -5.1635 -3.7299
H -1.3708 -4.2486 -2.9786
H -0.2833 -3.1160 -3.8668
H -1.3345 -4.1970 -4.7244
H -0.1004 -6.0469 -3.8196
C 4.2351 -2.2689 0.2867
O 2.9182 -2.3792 -0.2375
H 4.9155 -2.9851 -0.1778
H 4.4772 -1.2840 -0.1334
H 4.2952 -2.1832 1.3730
H 2.7230 -3.3098 -0.4492
*
```

Löwdin population analysis, charges in e, atoms 1 to 99: -0.061 -0.395 -0.190 -0.195 -0.091 0.059 0.071 0.063 0.071 0.136 0.111 0.112 0.075 0.083 0.069 0.060 0.061 -0.050 -0.411 -0.193 -0.204 -0.096 0.031 0.067 0.074 0.072 0.130 0.104 0.122 0.088 0.060 0.084 0.043 0.060 -0.060 -0.428 -0.204 -0.184 -0.129 0.029 0.043 0.079 0.077 0.112 0.116 0.132 0.087 0.085 0.086 0.071 0.010 -0.049 -0.407 -0.228 -0.197 -0.126 0.037 0.063 0.089 0.055 0.146 0.128 0.128 0.089 0.090 0.088 0.087 0.085 -0.059 -0.421 -0.190 -0.178 -0.122 0.039 0.069 0.057 0.082 0.131 0.122 0.125 0.088 0.086 0.063 0.068 0.067 -0.061 -0.432 -0.215 -0.192 -0.096 0.018 0.075 0.064 0.086 0.129 0.117 0.126 0.089 0.089

---

(3)
C42H21Cl2F15GeN3O2STi | the ωB97M-V functional and the def2-TZVPD basis

```
! RIJCOSX wB97M-V def2-TZVPD def2/J DEFGRID3
* xyz 3 1
Ti 0.4187 0.5377 0.0026
C -1.8751 0.0866 -3.7960
O -2.7613 -0.0465 -2.6132
C -2.0010 0.0776 -1.5792
N -0.7466 0.3543 -1.7403
C -0.5391 0.5996 -3.2098
C -0.2503 2.0477 -3.5129
C -1.0267 3.0594 -2.9509
C -0.8008 4.3809 -3.2982
C 0.2027 4.7008 -4.2069
C 0.9692 3.6957 -4.7763
C 0.7435 2.3681 -4.4289
C -2.4979 -0.1642 -0.2124
C -3.7906 -0.3738 0.2278
C -3.9779 -0.6119 1.5881
C -2.8862 -0.6760 2.4539
C -1.6326 -0.4630 1.9165
N -1.4651 -0.1884 0.6243
C -0.3124 -0.5593 2.5629
N 0.7439 -0.3411 1.8378
C 1.9216 -0.7120 2.6789
C 1.2810 -0.8985 4.0734
O -0.1731 -0.9331 3.7845
C 3.0628 0.2675 2.6531
C 4.0862 0.1221 3.5877
C 5.1822 0.9699 3.5651
C 5.2822 1.9642 2.5994
C 4.2706 2.1189 1.6649
C 3.1693 1.2748 1.7098
H -2.3511 0.7852 -4.4738
H -1.8126 -0.9059 -4.2325
H 0.2846 -0.0236 -3.5555
H -1.8290 2.8231 -2.2588
H -1.4203 5.1644 -2.8814
H 0.3686 5.7345 -4.4834
H 1.7308 3.9394 -5.5071
H 1.3362 1.5845 -4.8901
H -4.6203 -0.3580 -0.4669
H -4.9778 -0.7691 1.9730
H -3.0047 -0.8939 3.5069
H 2.2728 -1.6752 2.2998
H 1.4427 -0.0550 4.7378
H 1.5195 -1.8394 4.5556
H 4.0403 -0.6606 4.3378
H 5.9675 0.8467 4.2992
H 6.1479 2.6137 2.5789
H 4.3323 2.9013 0.9188
H 2.3535 1.4713 1.0104
Cl 2.5912 -0.8490 -0.8740
C 1.9316 -2.4999 -1.1974
Cl 0.2785 -2.6003 -0.6081
H 2.5612 -3.2007 -0.6658
H 1.9535 -2.6445 -2.2682
F 2.9119 6.3006 -0.3198
C 3.0157 5.1507 -0.9681
C 2.2274 4.0655 -0.5888
C 2.4159 2.9531 -1.3802
F 1.6747 1.7694 -1.1855
C 3.3015 2.8357 -2.4231
F 3.4179 1.6995 -3.0972
C 4.0689 3.9440 -2.7552
F 4.9082 3.8788 -3.7584
C 3.9199 5.1102 -2.0230
F 4.6238 6.1754 -2.3253
Ge 0.9890 4.2354 0.9237
S -0.4810 2.4557 0.6647
C -0.2027 5.7332 0.7987
C -0.9836 6.0234 1.9117
F -0.9422 5.1891 2.9627
C -1.8128 7.1235 1.9796
F -2.5353 7.3559 3.0590
C -1.8848 7.9761 0.8841
F -2.6712 9.0217 0.9182
C -1.1398 7.7042 -0.2584
F -1.2282 8.4929 -1.3149
C -0.3180 6.5951 -0.2853
F 0.3565 6.3564 -1.4152
C 1.7936 4.0790 2.6910
C 2.6433 5.0966 3.1025
F 2.8435 6.1373 2.2926
C 3.2992 5.1025 4.3230
F 4.0945 6.1022 4.6471
C 3.1021 4.0461 5.1966
F 3.7155 4.0086 6.3546
C 2.2337 3.0253 4.8352
F 2.0196 2.0035 5.6625
C 1.5925 3.0683 3.6190
F 0.7476 2.0488 3.3614
*
```

Okay, here come the Löwdin numbers, in e, for every atom: 0.762 0.039 0.120 -0.335 0.023 -0.184 -0.216 -0.039 -0.053 -0.042 -0.044 -0.033 -0.146 0.101 0.064 0.103 -0.146 -0.036 -0.320 0.004 -0.187 0.026 0.136 -0.196 -0.003 -0.021 -0.030 -0.048 -0.099 0.154 0.149 0.153 0.112 0.115 0.126 0.126 0.127 0.154 0.148 0.154 0.162 0.125 0.154 0.136 0.129 0.127 0.110 0.034 0.701 -0.823 0.662 0.058 0.055 0.135 -0.213 -0.125 -0.175 -0.166 -0.149 0.137 -0.113 0.199 -0.114 0.196 0.920 0.592 -0.153 -0.217 0.095 -0.128 0.171 -0.107 0.199 -0.127 0.167 -0.209 0.097 -0.139 -0.208 0.117 -0.123 0.179 -0.113 0.194 -0.126 0.137 -0.228 0.050

---

Short version: max |F| = 3.6 2.4 1.1 eV/A, in the order given.
Short version: HOMO-LUMO gap = 0.3365 0.3351 0.1957 Eh, in the order given.
Short version: energy relative to the best compared isomer or geometry (same formula, charge and spin) = 141.0 26.1 0.0 kcal per mole, in the order given.